Entry 1:
Density functional theory data (wB97M-V/def2-TZVPD) for a cluster of 11 separate species, C19H60O11 in total in a non-equilibrium geometry.

Values from the calculation:
- LUMO level: 0.0086 hartree
- Energy above the lowest of the compared OMol25 structures with the same formula, charge and spin: 6.311 eV
- Highest occupied orbital energy: -0.35702 Ha
- Net charge: 0
- Kohn-Sham gap: 10.0 eV
- Structure (SMILES): CCO.CCO.CCO.CCO.CCO.CCO.CCO.CCO.CO.CO.CO
- Electronic energy: -43192.228 eV

Positions of all 90 atoms, in Å:
1 C -1.85991 5.77374 0.51975
2 C -1.16718 5.27271 -0.78948
3 O 0.04858 4.67097 -0.55055
4 H -1.00286 6.16344 1.06901
5 H -2.31004 4.86216 0.91284
6 H -2.58962 6.53466 0.24294
7 H -0.81086 6.09844 -1.40535
8 H -1.73083 4.61905 -1.45517
9 H 0.69947 4.95109 -1.19821
10 C 0.35079 -3.31629 -2.02186
11 C -1.03395 -4.04307 -1.99418
12 O -0.86920 -5.39891 -1.58151
13 H 0.55784 -2.57370 -1.25129
14 H 0.44748 -2.81233 -2.98351
15 H 1.11548 -4.08937 -1.94646
16 H -1.51658 -4.07123 -2.97109
17 H -1.68960 -3.61322 -1.23689
18 H -0.06316 -5.44631 -1.06223
19 C -1.59546 -3.86822 1.70757
20 C -0.89365 -4.89092 2.49885
21 O -0.87678 -5.96436 1.57560
22 H -2.65855 -3.96852 1.48874
23 H -1.06883 -3.41832 0.86593
24 H -1.60721 -2.95433 2.30152
25 H -1.44112 -5.11806 3.41361
26 H 0.12702 -4.60104 2.74846
27 H -0.28281 -5.73659 0.85662
28 C 4.55921 3.19413 0.52582
29 C 3.15877 3.77754 0.72464
30 O 2.20932 2.98764 -0.06145
31 H 4.49133 2.31349 1.16455
32 H 5.31857 3.89062 0.88133
33 H 4.65535 3.00337 -0.54304
34 H 3.09209 4.80631 0.37065
35 H 2.81084 3.79416 1.75748
36 H 1.30530 3.30125 0.01601
37 C 1.13015 -0.86622 5.07191
38 C -0.00198 -1.72664 4.60160
39 O -0.96762 -1.63446 5.53405
40 H 1.52080 -1.05117 6.07255
41 H 1.00005 0.21596 5.06380
42 H 1.95003 -0.96787 4.36088
43 H 0.29407 -2.76613 4.46052
44 H -0.46371 -1.36581 3.68252
45 H -1.37571 -2.49111 5.67968
46 C -0.48613 0.70583 -0.32246
47 C 0.00799 0.23734 1.04196
48 O 1.43556 0.14082 0.84252
49 H -0.21127 1.75606 -0.42029
50 H -1.57242 0.61809 -0.34165
51 H -0.13592 0.01327 -1.08784
52 H -0.42883 -0.72069 1.32385
53 H -0.33824 0.92612 1.81256
54 H 1.70647 0.87931 0.29221
55 C -3.74504 0.27166 2.32796
56 C -4.02422 1.40513 1.32925
57 O -5.04995 1.02568 0.44635
58 H -3.13961 -0.58163 2.02229
59 H -4.74291 -0.14512 2.46454
60 H -3.42811 0.68077 3.28728
61 H -3.07102 1.64891 0.86013
62 H -4.32753 2.35727 1.76460
63 H -5.52548 1.85046 0.32302
64 C 1.21513 1.22193 -4.05458
65 C 1.05177 1.37639 -5.57918
66 O -0.23538 1.87115 -5.96282
67 H 0.60659 2.08495 -3.78437
68 H 2.26477 1.36099 -3.79569
69 H 0.81253 0.26015 -3.73679
70 H 1.08557 0.46589 -6.17747
71 H 1.78991 2.10781 -5.90819
72 H -0.53569 2.61052 -5.42919
73 C 3.75774 -1.71608 -2.09128
74 O 3.40884 -1.61760 -3.50049
75 H 4.83491 -1.54945 -2.08540
76 H 3.24384 -0.95562 -1.50334
77 H 3.68237 -2.67778 -1.58377
78 H 4.17123 -1.77422 -4.06247
79 C 2.76342 -3.14373 2.09698
80 O 1.93831 -2.99739 0.96948
81 H 2.25945 -3.66980 2.90776
82 H 3.62800 -3.79118 1.95071
83 H 3.06150 -2.11291 2.28848
84 H 1.85488 -2.04517 0.88058
85 C -3.25988 1.85877 -3.10940
86 O -4.19950 1.09619 -2.37217
87 H -2.27327 1.79663 -2.65025
88 H -3.26476 1.47296 -4.12882
89 H -3.60543 2.88732 -3.21325
90 H -3.94554 1.03351 -1.44849

Force components x, y, z for each atom (eV/Å):
C 1.1 -1.2 -2.2
C -0.4 1.9 -1.1
O 2.0 -1.8 1.4
H -0.5 0.1 0.6
H -0.1 0.5 0.8
H 0.0 -0.1 0.4
H -1.2 0.8 -0.2
H -0.7 0.0 0.3
H -0.1 -0.1 0.0
C -0.8 -0.2 -0.7
C 0.9 0.1 1.0
O 0.1 -0.4 -0.2
H -0.4 -0.2 0.2
H 0.3 0.0 0.0
H 0.2 0.1 -0.2
H 0.1 0.1 0.1
H -0.3 0.5 -0.4
H 0.0 0.0 -0.1
C -0.7 4.0 0.9
C 0.0 -0.3 -1.6
O 0.4 -2.1 0.8
H 0.2 -0.9 -0.2
H 0.3 -1.0 -0.5
H -0.2 0.5 0.6
H 0.0 -0.5 -0.2
H 0.0 0.2 0.2
H -0.1 0.1 0.1
C -1.7 0.3 0.6
C -1.1 0.3 -0.8
O 1.2 -0.5 0.2
H 0.9 -0.4 -0.5
H 0.0 -0.2 0.0
H 0.3 -0.3 0.2
H 0.1 0.2 -0.1
H 0.3 -0.2 0.2
H -0.1 0.6 0.3
C 1.7 0.8 -0.9
C 1.0 0.4 -1.0
O -2.8 -0.4 2.7
H -0.3 -0.6 0.0
H -0.9 0.0 -0.1
H 0.4 -0.3 0.0
H 0.4 -0.1 -0.2
H 0.7 0.1 -0.7
H -0.2 0.1 0.1
C -1.3 -0.6 0.9
C 0.4 0.2 -1.6
O -0.4 -0.9 1.5
H 0.1 -0.1 -0.6
H -0.2 0.3 -0.1
H 0.3 0.4 -0.1
H 0.5 -0.3 -0.2
H 0.6 0.3 0.3
H 0.2 0.5 0.0
C -1.5 0.5 0.3
C 1.3 -0.3 0.7
O 0.0 0.2 -0.5
H 0.4 0.5 -0.4
H 0.0 -0.2 0.5
H 0.3 -0.2 0.0
H 0.1 0.0 -0.8
H 0.1 -0.2 0.8
H -0.4 -0.3 -0.6
C -0.4 0.1 -1.7
C -0.3 0.4 -0.2
O -0.4 -0.3 -0.1
H 0.1 -0.2 1.2
H -0.2 -0.2 0.3
H 0.0 0.3 0.4
H 0.6 -0.1 0.3
H 0.3 -0.2 -0.3
H 0.3 0.1 0.2
C 1.5 0.3 -1.0
O -0.9 -0.3 0.9
H 0.1 0.5 0.6
H -0.1 0.0 -0.3
H -0.8 -0.3 -0.5
H 0.1 -0.1 0.4
C 0.3 0.1 0.2
O -0.4 -0.5 -0.6
H -0.4 0.6 0.4
H 0.3 0.2 -0.7
H 0.5 -0.4 1.1
H -0.4 0.2 -0.5
C -0.5 -0.2 -0.1
O -0.1 -0.1 -0.2
H 0.2 0.2 -0.3
H 0.4 -0.2 0.1
H 0.2 0.3 0.3
H -0.2 0.0 0.1


Entry 2:
Density functional theory data (wB97M-V/def2-TZVPD) for a cluster of 10 separate species, C19H61N11O10 in total in a non-equilibrium geometry.

Values from the calculation:
- LUMO level: 0.0023 hartree
- Energy above the lowest of the compared OMol25 structures with the same formula, charge and spin: 0.570 eV
- Highest occupied orbital energy: -0.33907 Ha
- Net charge: 0
- Kohn-Sham gap: 9.3 eV
- Structure (SMILES): COC[C@H](C)N.COC[C@H](C)N.COC[C@H](C)N.NC(N)=O.NC(N)=O.NC(N)=O.NC(N)=O.CO.CO.CO
- Electronic energy: -57557.621 eV

Positions of all 101 atoms, in Å:
1 C 16.01460 -11.47700 -5.98793
2 O 15.78760 -11.42102 -7.37929
3 C 16.04688 -12.66937 -8.04696
4 C 15.80652 -12.47772 -9.54240
5 C 14.43237 -11.93693 -9.83094
6 N 15.93146 -13.76411 -10.26688
7 H 16.79409 -12.18298 -5.68558
8 H 15.07668 -11.75473 -5.49867
9 H 16.35187 -10.49891 -5.64564
10 H 17.10530 -12.92612 -7.96797
11 H 15.35526 -13.41112 -7.64905
12 H 16.47003 -11.78441 -10.06863
13 H 14.25285 -11.89016 -10.90708
14 H 14.38980 -10.93620 -9.40038
15 H 13.61612 -12.53854 -9.41936
16 H 15.33127 -13.74563 -11.07976
17 H 16.86644 -13.94573 -10.60886
18 C 9.97951 -18.49460 -9.49593
19 O 9.95703 -17.16212 -9.92498
20 C 9.06394 -16.91270 -10.99214
21 C 9.15448 -15.49862 -11.52103
22 C 9.49493 -14.43168 -10.42672
23 N 8.00811 -15.05181 -12.35117
24 H 9.03300 -18.99097 -9.73932
25 H 10.17911 -18.61144 -8.43219
26 H 10.73429 -19.11420 -9.99816
27 H 9.34173 -17.66508 -11.74326
28 H 8.07401 -17.05326 -10.53497
29 H 10.03819 -15.32403 -12.15039
30 H 9.33159 -13.44690 -10.86906
31 H 10.50603 -14.47373 -10.03051
32 H 8.78864 -14.49169 -9.59462
33 H 8.29021 -14.17920 -12.77791
34 H 7.96998 -15.78716 -13.05143
35 C 17.00851 -17.89289 -10.39256
36 O 17.72862 -18.92079 -9.76622
37 C 17.99809 -18.82168 -8.37159
38 C 19.00095 -19.79932 -7.81144
39 C 20.47376 -19.62856 -8.22166
40 N 18.73365 -21.18238 -8.25310
41 H 16.24914 -17.37663 -9.80951
42 H 16.47503 -18.40007 -11.20122
43 H 17.72216 -17.20985 -10.86571
44 H 18.29600 -17.83381 -8.00041
45 H 17.04632 -19.08752 -7.90017
46 H 18.92946 -19.77722 -6.72267
47 H 20.81778 -18.58857 -8.24282
48 H 20.69971 -19.99952 -9.22189
49 H 21.15157 -20.14140 -7.54066
50 H 17.78580 -21.47728 -8.04158
51 H 18.83789 -21.21128 -9.25991
52 N 11.33786 -10.91617 -14.29129
53 C 11.28751 -11.36443 -13.00600
54 N 12.02049 -12.50805 -12.80544
55 O 10.82555 -10.73347 -12.06355
56 H 10.72421 -10.15076 -14.51004
57 H 11.85994 -11.39588 -14.99973
58 H 12.48133 -13.05844 -13.52049
59 H 12.23869 -12.63112 -11.83119
60 N 10.11346 -19.19189 -14.20800
61 C 11.44956 -18.88610 -14.05608
62 N 12.23070 -19.98725 -14.07810
63 O 11.83837 -17.72315 -14.19028
64 H 9.82729 -20.12840 -14.00123
65 H 9.47365 -18.41972 -14.24319
66 H 13.22009 -19.97683 -14.25391
67 H 11.84902 -20.91244 -14.07525
68 N 13.81324 -12.43569 -16.43374
69 C 14.34109 -13.09779 -15.36602
70 N 13.52765 -14.05091 -14.84993
71 O 15.45950 -12.84881 -14.92022
72 H 13.09708 -12.80723 -17.02629
73 H 14.17368 -11.51106 -16.60087
74 H 13.91414 -14.59412 -14.08030
75 H 12.63313 -14.26234 -15.24801
76 N 13.71922 -19.12667 -10.59602
77 C 13.70408 -20.46905 -10.52856
78 N 13.91392 -20.97040 -9.29343
79 O 13.64466 -21.17889 -11.54539
80 H 13.96850 -18.57726 -9.78785
81 H 13.50332 -18.71719 -11.48745
82 H 13.75196 -20.47563 -8.43933
83 H 14.04641 -21.96651 -9.24276
84 C 16.00373 -18.25721 -14.21714
85 O 16.36031 -18.25140 -15.58359
86 H 15.37705 -19.06202 -13.83002
87 H 16.85327 -18.27333 -13.52423
88 H 15.53461 -17.30658 -13.93794
89 H 17.23504 -17.85938 -15.63237
90 C 15.19565 -16.36753 -7.67436
91 O 14.85309 -17.73683 -7.97085
92 H 15.07583 -15.74612 -8.55708
93 H 14.73037 -16.10058 -6.72766
94 H 16.25899 -16.57494 -7.50362
95 H 14.60027 -18.31366 -7.25192
96 C 13.25909 -15.81182 -11.39637
97 O 13.50859 -15.81156 -12.77773
98 H 14.08002 -16.29820 -10.85571
99 H 12.69392 -15.01898 -10.91477
100 H 12.60733 -16.69946 -11.29424
101 H 13.15410 -16.58032 -13.23721

Force components x, y, z for each atom (eV/Å):
C -0.2 0.0 0.1
O 0.7 -0.5 -0.5
C 0.1 1.4 -0.6
C -0.6 -0.6 -1.4
C -0.5 0.4 0.2
N 0.0 -0.5 0.6
H 0.0 -0.2 -0.3
H 0.1 0.0 0.3
H -0.2 0.1 0.0
H 0.0 -0.4 0.6
H 0.2 -0.4 -0.1
H 0.4 0.3 0.9
H 0.2 0.2 0.0
H -0.4 0.0 -0.1
H 0.2 -0.1 0.3
H 0.0 0.0 -0.1
H 0.1 0.1 0.1
C -0.3 -0.9 -0.6
O 1.1 0.8 0.7
C -0.2 -0.5 0.5
C 2.1 2.4 0.4
C -1.5 -0.3 -0.1
N 0.1 -1.4 1.1
H -0.2 0.1 0.3
H -0.1 0.5 0.1
H 0.2 0.3 -0.3
H -0.7 0.2 -0.4
H -0.3 -0.2 -0.7
H 0.3 -1.1 -0.1
H 0.2 0.0 -0.1
H 0.0 -0.3 -0.1
H 0.1 -0.1 0.1
H -0.1 -0.1 -0.3
H -0.5 0.5 -0.5
C 0.2 -0.3 -1.0
O 1.1 -0.5 0.9
C -1.1 0.3 0.4
C 1.1 -1.6 -1.5
C 0.4 1.1 0.1
N -0.3 -0.2 0.5
H 0.3 0.0 0.4
H -0.1 0.2 0.0
H -0.2 0.4 0.2
H -0.1 0.4 -0.5
H -0.1 0.3 0.4
H -0.1 0.2 0.0
H -0.3 0.1 0.2
H -0.4 -0.2 0.0
H -0.2 -0.2 0.1
H 0.0 0.1 0.0
H -0.1 0.0 0.0
N -0.9 0.3 -0.1
C 1.7 0.2 0.6
N -0.6 0.0 0.6
O -0.5 -0.3 -0.6
H 0.2 0.0 -0.2
H 0.0 0.0 -0.1
H 0.0 0.3 0.3
H 0.1 -0.4 -0.1
N 0.6 0.2 0.6
C -0.5 0.1 -2.3
N 0.6 -0.3 0.3
O 0.4 -0.3 1.0
H -0.5 0.1 0.0
H -0.1 -0.2 0.2
H 0.0 0.5 0.3
H -0.2 0.0 0.2
N -0.2 1.0 -0.3
C 1.1 -0.3 0.1
N 0.6 -0.1 0.3
O -1.0 0.0 0.0
H -0.1 0.0 0.0
H 0.1 -0.2 -0.3
H -0.5 -0.3 -0.2
H 0.0 -0.3 0.0
N -0.4 0.5 0.1
C 0.8 -0.5 -1.8
N 0.1 -1.1 0.7
O -0.3 0.4 1.1
H 0.0 0.3 -0.1
H 0.1 0.1 0.1
H 0.0 0.2 -0.1
H -0.1 0.1 0.0
C 0.4 1.3 1.4
O -0.2 -0.6 0.2
H -0.2 -0.3 -0.9
H 0.4 -0.3 -0.4
H -0.4 -0.1 -0.2
H 0.0 0.0 -0.1
C 1.4 -2.3 1.1
O -1.4 -0.7 -1.7
H -0.4 0.1 0.2
H -0.2 0.7 -0.3
H 0.2 1.5 0.2
H 0.1 0.6 0.6
C -1.1 -4.2 0.2
O 0.9 1.6 -0.4
H 0.6 1.4 0.3
H 0.6 0.6 -0.4
H -0.7 0.5 0.5
H -0.6 -0.2 0.1


Entry 3:
Density functional theory data (wB97M-V/def2-TZVPD) for a cluster of 10 separate species, C19H61N3O10 in total in a non-equilibrium geometry.

Values from the calculation:
- LUMO level: 0.0134 hartree
- Energy above the lowest of the compared OMol25 structures with the same formula, charge and spin: 2.013 eV
- Highest occupied orbital energy: -0.32766 Ha
- Net charge: 0
- Kohn-Sham gap: 9.3 eV
- Structure (SMILES): COC[C@H](C)N.COC[C@H](C)N.COC[C@H](C)N.CO.CO.CO.CO.CO.CO.CO
- Electronic energy: -45632.182 eV

Positions of all 93 atoms, in Å:
1 C -3.25070 2.54990 1.50520
2 O -2.75463 1.35392 2.08784
3 C -3.71668 0.31668 2.28935
4 C -4.96123 0.11098 1.44376
5 C -5.53434 -1.27213 1.72461
6 N -4.77562 0.15894 -0.01521
7 H -4.04173 2.99662 2.10721
8 H -3.52269 2.45308 0.45571
9 H -2.41183 3.25001 1.46576
10 H -3.07148 -0.57244 2.26804
11 H -4.01500 0.24424 3.35077
12 H -5.74712 0.81262 1.74584
13 H -6.34483 -1.56797 1.06589
14 H -5.96020 -1.30499 2.73728
15 H -4.77579 -2.05911 1.74773
16 H -4.11980 -0.59757 -0.25697
17 H -4.23529 0.95224 -0.34166
18 C 1.00597 -2.23809 1.64514
19 O 0.72445 -3.37656 0.87360
20 C 1.90434 -4.10283 0.59365
21 C 1.57913 -5.36757 -0.19141
22 C 0.80383 -6.40172 0.61870
23 N 2.79449 -5.93637 -0.75973
24 H 0.11278 -1.65706 1.87094
25 H 1.67361 -1.51770 1.15253
26 H 1.45442 -2.57132 2.58970
27 H 2.54691 -3.44501 -0.00090
28 H 2.33098 -4.49951 1.52443
29 H 0.91452 -5.15292 -1.04511
30 H 1.46294 -6.94654 1.30336
31 H 0.37571 -7.10163 -0.10163
32 H 0.00360 -6.01498 1.24754
33 H 2.62203 -6.87520 -1.09730
34 H 3.08737 -5.37681 -1.55166
35 C -0.97225 -3.50650 -3.03593
36 O -0.39318 -2.22931 -3.13067
37 C 1.01073 -2.27924 -2.97950
38 C 1.63155 -1.02959 -3.57967
39 C 3.16470 -1.08098 -3.53455
40 N 1.23150 0.20800 -2.87169
41 H -2.05652 -3.39363 -2.95404
42 H -0.75771 -3.91221 -2.03727
43 H -0.78011 -4.28443 -3.77801
44 H 1.32733 -2.29845 -1.92548
45 H 1.38921 -3.17965 -3.48012
46 H 1.26852 -0.87636 -4.59743
47 H 3.62398 -0.27123 -4.08829
48 H 3.39886 -2.03626 -4.02279
49 H 3.49307 -1.16024 -2.49791
50 H 0.21703 0.25030 -2.78435
51 H 1.54943 0.27022 -1.91148
52 C 2.70912 3.36116 3.93077
53 O 3.83878 3.53980 3.10394
54 H 2.92529 3.80503 4.89901
55 H 1.76367 3.77535 3.56634
56 H 2.51183 2.29074 4.06292
57 H 3.63471 3.29806 2.19384
58 C -0.20636 5.81417 2.84857
59 O -0.51284 7.10005 2.32234
60 H 0.48118 5.93117 3.69087
61 H -1.15474 5.36224 3.14219
62 H 0.36722 5.15232 2.18671
63 H -1.43243 7.11449 2.06032
64 C -2.07505 2.22495 -2.74922
65 O -1.58796 0.97652 -2.34972
66 H -1.50544 3.09683 -2.38838
67 H -2.08464 2.26423 -3.83615
68 H -3.05738 2.47872 -2.31993
69 H -1.30334 1.00526 -1.41761
70 C 3.98299 1.32739 -0.57655
71 O 4.40963 2.41471 0.23062
72 H 4.71784 0.94764 -1.29200
73 H 3.55288 0.51814 0.01744
74 H 3.22044 1.72025 -1.25537
75 H 5.27045 2.19000 0.60086
76 C 1.89107 4.26246 -0.42460
77 O 1.20459 3.38862 -1.31766
78 H 2.73370 4.75412 -0.91552
79 H 1.24696 5.12476 -0.17159
80 H 2.04892 3.76454 0.52615
81 H 1.16799 3.83225 -2.16958
82 C -1.94517 -1.97620 -0.14404
83 O -2.71568 -1.53074 -1.26421
84 H -2.55154 -2.16076 0.74298
85 H -1.43624 -2.91687 -0.36299
86 H -1.20119 -1.20737 0.08484
87 H -2.10448 -0.93380 -1.71115
88 C 0.36453 1.57073 1.31193
89 O 0.27551 1.05571 -0.02439
90 H -0.17552 0.99341 2.05500
91 H 1.44573 1.65832 1.47567
92 H -0.07692 2.57580 1.36648
93 H 0.85763 1.60219 -0.57295

Force components x, y, z for each atom (eV/Å):
C 0.8 0.2 0.3
O -0.9 0.4 -0.7
C 1.0 -1.4 1.4
C -0.2 0.1 -1.1
C -0.1 -0.4 1.5
N 0.8 -0.4 0.0
H -0.2 0.0 -0.1
H -0.4 -0.2 0.1
H 0.0 0.0 0.3
H -0.2 -0.1 -0.6
H -0.2 0.8 0.0
H 0.2 0.3 -0.2
H 0.1 0.3 -0.3
H 0.0 0.1 -0.1
H 0.1 0.1 -0.4
H -0.6 0.1 -0.2
H -0.3 0.3 0.3
C 0.3 0.2 0.5
O -0.3 0.0 -0.2
C -0.6 -0.6 -0.2
C -1.2 0.1 -0.9
C 0.5 -0.4 0.1
N 0.5 0.0 0.4
H -0.3 -0.4 -0.1
H 0.2 -0.3 -0.2
H 0.1 0.3 0.0
H 0.5 -0.2 0.3
H 0.5 0.6 0.0
H -0.1 0.7 0.4
H 0.1 0.0 -0.2
H -0.1 -0.2 0.3
H -0.1 0.4 -0.3
H 0.0 0.0 0.0
H 0.1 -0.1 0.0
C -1.3 -0.3 1.8
O 0.3 -0.3 -0.5
C 0.4 0.2 -0.4
C 0.3 1.6 0.9
C -1.0 -1.5 -0.6
N -0.6 -0.1 -0.2
H 0.1 0.3 -0.5
H 0.4 -0.3 -0.2
H 0.6 0.5 -0.4
H -0.3 -0.3 0.1
H 0.1 0.0 0.0
H 0.1 -0.3 -0.1
H 0.0 0.2 0.2
H 0.6 0.2 0.0
H 0.2 0.3 0.0
H 0.1 0.1 -0.3
H 0.4 -0.6 0.0
C -0.2 -0.7 0.1
O -0.1 0.4 -0.1
H 0.1 0.0 0.0
H 0.2 0.3 -0.3
H 0.0 0.0 0.2
H 0.0 -0.1 -0.1
C 0.0 0.2 0.3
O 0.6 0.0 -0.2
H -0.4 0.2 0.2
H 0.4 -0.5 0.3
H -0.5 0.2 -0.5
H -0.1 0.0 -0.1
C -0.4 1.3 0.4
O 0.1 -0.3 0.6
H 0.6 -0.5 -0.1
H -0.2 -0.1 0.0
H -0.2 -0.6 -0.4
H 0.1 0.3 -0.2
C -0.7 0.2 -0.8
O 0.4 -0.2 0.1
H 0.4 0.0 0.5
H 0.1 -0.1 0.0
H -0.2 0.0 0.3
H -0.1 0.1 0.1
C -1.2 1.5 -0.2
O 0.2 0.0 0.2
H 0.5 -0.7 0.4
H -0.1 -0.3 0.0
H 0.6 -0.2 -0.3
H -0.1 -0.3 -0.1
C 0.3 -0.1 -0.3
O 0.3 -0.2 0.6
H -0.3 0.2 -0.1
H 0.1 0.1 0.0
H 0.0 -0.2 0.2
H -0.4 0.0 -0.6
C 0.6 0.9 -0.9
O -0.7 -0.5 0.4
H 0.2 -0.5 -0.3
H -0.2 -0.1 0.9
H 0.1 0.0 -0.1
H -0.3 0.3 0.0